(1)
C31H28CoN10 as an isolated structure. Source: OMol25; level of theory: ωB97M-V/def2-TZVPD.

Structure (XYZ):
```
70
Properties=species:S:1:pos:R:3
Co 0.07 0.76 2.06
N 0.90 -1.50 -2.36
C -0.05 -0.85 -1.55
N 0.04 -1.08 -0.10
C 1.23 -1.61 0.39
N 1.79 -1.36 1.53
N 1.38 -0.47 2.40
C 1.97 -0.36 3.57
C 1.32 0.58 4.44
C 1.82 1.03 5.67
C 1.31 2.11 6.41
C 0.09 2.71 6.31
C -1.11 2.17 5.63
N 0.25 1.06 3.79
C 1.92 -2.56 -0.46
C 2.83 -3.49 0.05
C 3.52 -4.33 -0.79
C 3.32 -4.25 -2.17
C 2.45 -3.32 -2.70
C 1.74 -2.47 -1.86
H 0.74 -1.52 -3.36
H -1.08 -1.06 -1.89
H 2.84 -0.96 3.82
H 2.75 0.60 5.99
H 1.99 2.53 7.14
H -0.09 3.59 6.93
H -1.94 2.88 5.68
H 2.98 -3.53 1.12
H 4.21 -5.06 -0.39
H 3.85 -4.93 -2.82
H 2.33 -3.25 -3.77
C -2.51 0.37 2.70
C -2.33 1.28 1.51
C -1.48 2.48 1.85
C -1.03 2.75 3.09
C -0.97 1.69 4.18
C -2.00 0.59 3.90
H -3.20 -0.45 2.55
H -3.32 1.65 1.24
H -1.45 3.26 1.10
H -0.56 3.69 3.32
H -1.40 1.29 6.23
H -2.22 -0.08 4.72
C 1.45 1.28 -1.31
C 0.06 0.70 -1.20
N -0.34 0.30 0.20
C -1.83 0.49 0.25
C -2.14 1.22 -1.01
N -0.99 1.54 -1.67
C -0.93 2.21 -2.95
N -0.50 1.30 -3.96
N 0.79 1.26 -4.35
N 0.99 0.28 -5.11
C -0.17 -0.43 -5.26
C -0.46 -1.60 -5.96
C -1.75 -2.08 -5.85
C -2.72 -1.43 -5.09
C -2.45 -0.27 -4.39
C -1.16 0.23 -4.50
H 2.19 0.54 -1.01
H 1.54 2.17 -0.68
H 1.65 1.56 -2.34
H -2.31 -0.50 0.29
H -3.08 1.65 -1.27
H -0.20 3.03 -2.91
H -1.92 2.62 -3.18
H 0.29 -2.08 -6.57
H -2.02 -2.98 -6.37
H -3.72 -1.84 -5.05
H -3.21 0.24 -3.82
```

Properties
Charge: +2
2S+1: 4
LUMO level (alpha / beta) in eV: -8.01 / -7.98
Gap between HOMO and LUMO (alpha / beta) in eV: 3.014 / 4.931
HOMO level (alpha / beta) in eV: -11.02 / -12.91

Atomic partial charges in e from the Mulliken method, atoms 1 to 2: -0.411 0.490

***

(2)
C31H28F5N3O2PS4TeTi as an isolated structure. Source: OMol25; level of theory: ωB97M-V/def2-TZVPD.

Structure (XYZ):
```
76
Properties=species:S:1:pos:R:3
Ti 1.26 -1.80 -1.18
O -2.15 -2.73 -0.94
N -1.34 -3.21 0.05
C -1.64 -2.92 1.26
C -2.70 -1.95 1.57
C -3.76 -2.35 2.38
C -4.79 -1.46 2.63
C -4.74 -0.18 2.10
C -3.65 0.22 1.34
C -2.61 -0.65 1.06
P -1.07 -0.04 0.21
C -1.78 1.18 -0.95
C -2.24 0.71 -2.18
C -2.85 1.58 -3.08
C -2.99 2.92 -2.76
C -2.53 3.39 -1.54
C -1.93 2.53 -0.64
C -0.36 1.00 1.54
C 0.68 1.88 1.20
C 1.33 2.60 2.18
C 0.97 2.47 3.52
C -0.06 1.61 3.86
C -0.72 0.88 2.88
H -2.00 -3.34 -1.68
H -1.03 -3.39 2.02
H -3.80 -3.36 2.77
H -5.63 -1.76 3.24
H -5.54 0.52 2.29
H -3.61 1.24 0.96
H -2.13 -0.33 -2.44
H -3.20 1.21 -4.03
H -3.46 3.60 -3.45
H -2.63 4.44 -1.28
H -1.56 2.91 0.31
H 0.95 2.03 0.17
H 2.12 3.29 1.90
H 1.48 3.04 4.28
H -0.36 1.50 4.90
H -1.52 0.20 3.18
O 4.97 -2.21 -5.30
C 4.04 -1.88 -4.64
S 4.10 -0.54 -3.45
C 2.42 -0.62 -2.98
C 1.64 -1.58 -3.59
S 0.02 -1.95 -3.12
S 2.42 -2.62 -4.75
S 1.92 0.36 -1.65
F -0.43 -4.48 -1.57
C -0.05 -3.70 -0.48
F 2.62 -2.93 -1.33
C 0.58 -4.71 0.48
F 1.03 -4.13 1.60
F -0.31 -5.65 0.86
F 1.59 -5.31 -0.12
N 4.13 -0.81 4.46
C 3.46 -1.04 3.31
C 4.12 -1.14 2.07
C 3.40 -1.35 0.93
N 2.05 -1.47 0.90
C 1.43 -1.38 2.09
C 2.06 -1.17 3.29
H 5.13 -0.80 4.47
H 3.65 -0.82 5.34
H 5.20 -1.05 2.02
H 3.91 -1.44 -0.02
H 0.35 -1.47 2.07
H 1.48 -1.09 4.19
C 0.28 3.00 -4.29
Te 1.36 3.78 -2.63
C 0.76 5.79 -3.00
H -0.76 3.27 -4.20
H 0.38 1.92 -4.27
H 0.70 3.38 -5.22
H 1.13 6.12 -3.96
H 1.17 6.41 -2.21
H -0.33 5.85 -2.97
```

Properties
Charge: +1
Relative energy (zero: lowest compared OMol25 entry of this formula, charge and spin) in kJ/mol: 3.34
LUMO level in eV: -3.71
Gap between HOMO and LUMO in eV: 5.903
HOMO level in eV: -9.62

Atomic partial charges in e from the Mulliken method, atoms 1 to 2: 0.828 -0.368